(1)
Here is the ion C6H11O with charge -1 in a non-equilibrium geometry from the OMol25 dataset. Energies are from ωB97M-V/def2-TZVPD.

CARTESIAN COORDINATES (ANGSTROEM)
C1 -3.184871 0.327363 0.240956
C2 -2.364765 0.410602 -0.810476
C3 -1.217322 -0.491733 -1.090161
C4 0.142757 0.204497 -0.769722
C5 0.992932 -0.567232 0.230436
C6 2.137872 0.192914 1.091368
O1 3.373593 -0.151586 0.798564
H1 -2.876510 -0.203807 1.133515
H2 -4.090607 0.919823 0.301811
H3 -2.132958 1.385930 -1.249190
H4 -1.148742 -0.789497 -2.133288
H5 -1.271683 -1.424002 -0.523584
H6 -0.067490 1.197708 -0.363987
H7 0.795098 0.365915 -1.637275
H8 1.343627 -1.586625 0.065972
H9 0.264747 -0.796383 1.036518
H10 1.856611 1.279356 1.042557
H11 1.769821 -0.063657 2.137609

Atomic forces in eV per Å
C 0.01 0.27 -0.17
C 1.32 0.45 0.61
C 1.22 -0.21 0.35
C 1.02 -0.38 -0.35
C -1.00 0.34 2.80
C -1.02 -0.77 -0.33
O 0.38 0.22 -0.08
H -0.57 -1.08 -0.34
H 0.38 0.59 0.31
H -1.46 -0.10 -1.02
H -0.55 0.03 -0.30
H -0.15 0.06 0.12
H 0.16 -0.04 0.19
H -0.53 0.08 -0.37
H 0.30 0.18 -1.18
H -0.16 0.10 -0.02
H 0.14 0.29 -0.32
H 0.48 -0.02 0.07

Values from the calculation:
- Structure (SMILES): C=CCCCC[O-]
- Charge: -1



(2)
Here is a cluster of 34 separate species, H68O34 in total in a non-equilibrium geometry from the OMol25 dataset. Energies are from ωB97M-V/def2-TZVPD.

CARTESIAN COORDINATES (ANGSTROEM)
O1 6.698808 10.633899 9.639385
H1 6.430089 11.399470 10.191836
H2 5.985399 9.984735 9.747276
O2 12.152112 14.193292 9.746454
H3 11.659439 14.082031 8.930543
H4 11.514045 14.057757 10.484502
O3 6.362299 9.735178 13.568623
H5 6.862288 8.942218 13.453633
H6 6.624860 10.013638 14.468024
O4 8.506098 16.902255 15.681384
H7 8.675840 16.276275 14.986614
H8 7.781613 16.518877 16.142174
O5 9.586514 16.847545 8.202249
H9 9.138517 17.670189 7.937828
H10 8.870891 16.182919 8.375306
O6 8.628698 7.930201 15.015208
H11 9.437834 7.733587 15.528861
H12 8.099858 7.098313 14.933089
O7 12.762616 14.777852 15.274095
H13 12.505166 13.895612 15.677549
H14 12.459431 15.441973 15.908655
O8 11.273708 7.435172 14.161593
H15 11.443665 7.870565 13.316067
H16 10.985866 6.576755 13.785602
O9 8.211035 8.030984 12.393205
H17 8.676727 8.799866 11.986991
H18 8.615590 7.922627 13.252338
O10 8.575740 15.625034 11.032779
H19 9.443555 16.010632 10.782629
H20 8.630004 15.499006 12.021848
O11 11.242176 16.847380 16.920768
H21 11.442223 17.765099 17.227826
H22 10.322330 17.008312 16.509105
O12 10.611143 5.887169 11.915109
H23 11.105804 5.731413 11.135618
H24 9.801289 6.311600 11.605206
O13 11.117161 17.081277 10.711636
H25 10.627532 17.126726 9.861264
H26 10.837278 17.974268 11.043384
O14 10.788530 14.635030 12.932825
H27 11.161362 14.671370 13.849837
H28 11.001426 15.534352 12.570060
O15 10.635082 10.789073 13.349524
H29 11.515040 10.458451 13.606012
H30 10.349953 10.251212 12.589310
O16 10.885045 7.661362 9.106451
H31 11.214080 8.599508 9.145066
H32 11.456394 7.382603 8.381958
O17 7.918624 14.541512 8.573548
H33 7.745503 14.721446 9.488592
H34 7.165461 14.497830 7.999051
O18 6.837875 5.910333 15.287768
H35 6.466721 5.184517 14.825966
H36 6.284593 6.107409 16.055179
O19 12.640570 9.644152 15.678717
H37 12.337300 8.751439 15.376081
H38 11.929382 9.949801 16.286946
O20 9.918633 12.523924 8.050999
H39 9.301911 13.030812 8.583969
H40 9.336848 12.082243 7.409704
O21 6.342903 11.996429 12.076050
H41 7.222482 12.333325 11.874096
H42 6.405326 11.153094 12.626172
O22 12.539700 8.747767 11.914517
H43 12.171725 8.646771 11.020692
H44 12.602913 9.700441 11.911155
O23 13.185362 11.930556 12.722699
H45 12.603760 12.466493 12.134609
H46 13.140262 12.363031 13.593795
O24 6.205657 11.857169 15.605079
H47 6.635244 12.495266 15.023913
H48 5.276906 11.992346 15.412294
O25 8.924454 12.216141 14.803554
H49 8.567286 11.786251 15.570157
H50 9.568891 11.582993 14.472441
O26 9.345483 9.989890 10.798030
H51 8.486468 10.161336 10.341463
H52 10.039941 10.283061 10.144785
O27 7.747271 7.457659 9.304718
H53 8.684474 7.435839 9.232397
H54 7.655720 7.469632 10.274876
O28 8.212055 14.688975 13.725005
H55 7.311068 14.344687 13.640588
H56 8.846652 13.948983 13.922993
O29 8.072511 10.925118 7.195993
H57 7.770125 10.138804 6.693024
H58 7.599774 10.865780 8.064140
O30 5.615044 14.138871 13.365554
H59 5.341162 14.734488 12.697609
H60 5.771120 13.269842 12.880067
O31 11.549674 10.519410 9.061944
H61 12.257670 11.103370 9.370925
H62 10.977913 11.142043 8.572914
O32 13.786575 11.914155 9.794014
H63 14.376471 11.878045 10.612066
H64 13.322617 12.750176 9.790776
O33 13.526017 12.206317 15.535401
H65 14.137082 12.762225 16.019448
H66 13.739460 11.320306 15.748690
O34 8.914702 12.655844 11.217228
H67 9.134072 13.497355 11.620510
H68 9.384992 11.919241 11.603844

Atomic forces in eV per Å
O -0.31 0.24 0.14
H 0.12 -0.51 0.02
H 0.39 0.13 -0.07
O -0.27 -0.24 1.02
H -0.39 -0.10 -0.22
H 0.46 0.24 -0.80
O -0.56 1.18 1.18
H 0.74 -1.08 -0.84
H -0.39 0.25 -0.38
O 1.04 1.11 0.17
H -0.01 -0.78 -0.93
H -0.92 -0.43 0.69
O -0.68 0.11 0.28
H 0.19 -0.55 0.13
H 0.60 0.41 -0.34
O -0.11 -0.46 0.46
H -0.58 -0.02 -0.76
H 0.47 0.57 0.61
O -0.70 -1.43 0.63
H 0.42 1.47 -0.70
H -0.17 0.20 0.07
O -0.20 -0.72 -0.20
H 0.45 0.54 -0.12
H 0.25 0.29 0.52
O -0.01 0.33 -1.45
H -0.28 -0.66 0.13
H 0.56 0.00 0.94
O 0.55 0.02 0.76
H -0.58 -0.20 0.36
H -0.27 -0.01 -0.82
O -1.67 1.75 -0.51
H 0.10 -1.18 -0.25
H 1.47 -0.72 0.68
O -0.98 0.11 1.09
H 0.88 -0.18 -1.20
H -0.06 0.14 0.10
O -1.18 1.65 0.03
H 0.53 -0.53 -0.32
H 0.65 -1.12 0.12
O 0.83 1.14 0.23
H 0.02 -0.09 -0.88
H -0.15 -1.10 0.33
O 0.15 -0.49 -0.22
H -0.32 0.26 -0.05
H 0.05 0.10 0.31
O 0.92 1.18 -0.13
H -0.81 -0.45 0.15
H -0.18 -0.60 -0.12
O 1.41 -0.12 -0.97
H -0.65 0.27 1.10
H -0.78 -0.01 0.13
O 0.47 1.02 0.83
H -0.65 -1.04 -0.58
H 0.07 -0.15 -0.30
O -1.14 -0.59 0.37
H 0.30 0.71 0.15
H 0.71 -0.34 -0.67
O 0.63 0.02 -0.16
H -0.20 0.29 0.28
H 0.08 -0.12 -0.01
O -0.92 -0.71 0.35
H 0.92 -0.16 0.00
H 0.22 0.60 -0.55
O -0.56 -0.09 -0.80
H 0.04 -0.69 0.23
H 0.57 0.91 0.55
O -0.49 0.58 -0.73
H 0.55 -0.52 0.80
H 0.15 -0.17 -0.12
O 0.13 -0.02 -0.04
H 0.19 0.05 -0.02
H -0.33 -0.02 0.08
O -0.03 0.46 -0.03
H -0.46 -0.14 0.73
H 0.48 -0.31 -0.67
O 0.08 0.50 -0.88
H 0.42 -0.12 0.31
H -0.38 -0.41 0.62
O -1.25 0.01 0.93
H 1.62 0.08 -0.56
H -0.29 0.00 -0.30
O 1.36 -0.11 0.11
H -0.35 -0.04 0.16
H -1.14 0.77 -0.14
O -0.98 -1.01 -0.08
H 0.34 0.77 0.49
H 0.24 -0.07 -0.64
O 0.31 -1.56 0.79
H -0.48 1.06 -0.96
H -0.24 0.50 0.23
O -0.65 -0.22 0.03
H 0.77 -0.24 0.29
H -0.28 0.08 -0.16
O 1.54 -1.09 1.35
H -1.42 0.23 -1.53
H -0.11 1.10 0.21
O -0.40 1.53 -0.20
H 0.30 0.20 -0.03
H 0.17 -1.78 0.21
O -0.90 0.27 -0.80
H 0.44 0.17 0.42
H 0.45 -0.09 0.39

Values from the calculation:
- Charge: 0



(3)
Here is a cluster of 10 separate species, C24H66ClO13 in total in a non-equilibrium geometry from the OMol25 dataset. Energies are from ωB97M-V/def2-TZVPD.

CARTESIAN COORDINATES (ANGSTROEM)
Cl1 0.020030 -0.551658 -0.780812
O1 -0.629050 0.671922 -0.449862
O2 1.257770 -0.282038 -1.453852
O3 0.436180 -1.255158 0.411418
O4 -0.898110 -1.455498 -1.477312
O5 -1.108550 4.402702 -3.230822
H1 -0.421070 4.325772 -3.892402
H2 -0.890340 3.736222 -2.579342
C1 -4.624840 -5.385458 -2.027232
C2 -4.137500 -6.717348 -1.605892
C3 -2.847890 -6.730378 -0.754692
O6 -5.065160 -7.468158 -0.885662
H3 -5.662420 -5.480698 -2.347312
H4 -4.048510 -4.904958 -2.817842
H5 -4.607390 -4.680868 -1.195762
H6 -3.911190 -7.366358 -2.451872
H7 -2.167690 -6.079728 -1.304302
H8 -2.571980 -7.751038 -0.489692
H9 -3.035820 -6.300108 0.228998
H10 -5.873900 -7.559968 -1.394712
C4 -1.966990 1.439212 5.275918
C5 -3.361740 1.578752 6.024488
C6 -4.001280 2.963702 5.815778
O7 -4.153740 0.572462 5.539418
H11 -2.004730 1.748852 4.231508
H12 -1.766050 0.371582 5.364748
H13 -1.254330 2.080742 5.794228
H14 -3.178550 1.372162 7.078938
H15 -3.458250 3.752932 6.335708
H16 -5.053950 3.012822 6.094298
H17 -4.014080 3.331542 4.789808
H18 -4.299520 0.804572 4.619378
C7 2.569900 -4.132128 6.440408
C8 3.160510 -3.680498 5.037248
C9 3.551440 -2.218718 5.086408
O8 4.336240 -4.532328 4.821748
H19 2.506680 -5.220288 6.438818
H20 1.571350 -3.702718 6.521798
H21 3.289850 -3.837868 7.204078
H22 2.403710 -3.876058 4.277578
H23 3.893430 -1.883238 4.107338
H24 4.367750 -2.034238 5.784758
H25 2.657070 -1.614228 5.237398
H26 3.911840 -5.391168 4.759348
C10 -8.075100 1.388552 0.145108
C11 -6.602300 1.075082 -0.367292
C12 -6.210620 2.003552 -1.489852
O9 -5.763310 1.354482 0.720938
H27 -8.784500 0.965482 -0.566132
H28 -8.271480 2.457842 0.223608
H29 -8.231240 0.863372 1.087398
H30 -6.507920 0.013432 -0.595542
H31 -5.948070 3.027082 -1.222372
H32 -7.068790 1.984612 -2.161622
H33 -5.280770 1.689882 -1.964272
H34 -4.890240 1.538502 0.366708
C13 0.990440 2.120182 -7.223642
C14 1.715780 3.460282 -7.478322
C15 1.139240 4.217582 -8.655282
O10 1.659500 4.234942 -6.263292
H35 -0.080310 2.295582 -7.119532
H36 1.269540 1.593062 -6.311312
H37 1.097020 1.320032 -7.956112
H38 2.769320 3.240302 -7.650862
H39 1.869670 4.922142 -9.052982
H40 0.216900 4.763932 -8.458032
H41 0.848530 3.581222 -9.491122
H42 2.045560 5.071862 -6.531852
C16 -1.436370 5.859002 1.857568
C17 -0.160380 6.238422 2.564618
C18 1.109460 5.394262 2.189378
O11 -0.074600 7.621782 2.382838
H43 -2.275730 6.411992 2.279208
H44 -1.661800 4.797192 1.956858
H45 -1.403660 6.102682 0.795668
H46 -0.383590 6.121082 3.625038
H47 0.857700 4.364692 2.443728
H48 1.857910 5.719692 2.911878
H49 1.502940 5.516902 1.180298
H50 0.725160 7.964072 2.788828
C19 5.942850 1.607492 0.331988
C20 6.367700 1.927462 -1.095592
C21 6.704010 0.659652 -1.884102
O12 5.194540 2.447102 -1.739282
H51 4.963120 1.132802 0.278288
H52 5.939430 2.517312 0.932248
H53 6.558290 0.865462 0.840648
H54 7.139940 2.696392 -1.117772
H55 5.852960 0.027612 -2.137732
H56 7.560780 0.113992 -1.488752
H57 6.893220 0.962972 -2.913812
H58 4.551110 1.758712 -1.555712
C22 3.046840 -5.466788 -2.761372
C23 3.695110 -5.657688 -1.374282
C24 4.821390 -4.664378 -1.081582
O13 2.694710 -5.514938 -0.403042
H59 2.709290 -4.433858 -2.846362
H60 2.224820 -6.174468 -2.868962
H61 3.764840 -5.704048 -3.546412
H62 4.084220 -6.672338 -1.289592
H63 4.403200 -3.659988 -1.148002
H64 5.656450 -4.726708 -1.779342
H65 5.281890 -4.826888 -0.107092
H66 2.466230 -4.582658 -0.386782

Atomic forces in eV per Å
Cl 0.53 -2.46 1.45
O -0.74 0.97 -0.08
O 0.03 0.39 -1.79
O -0.46 -0.02 0.91
O 0.71 1.15 -0.52
O -0.24 0.27 -0.02
H 0.23 -0.05 -0.23
H 0.05 -0.28 0.22
C -0.43 1.10 0.15
C 1.93 -1.70 0.16
C -1.29 0.74 -0.06
O -1.33 -0.33 1.21
H -0.08 0.13 -0.22
H 0.09 -0.30 -0.10
H -0.10 -0.02 0.18
H 0.26 0.38 -0.75
H 0.71 -0.55 0.34
H 0.50 0.03 -0.76
H -0.17 0.50 -0.07
H -0.07 0.03 -0.05
C -1.25 0.52 1.35
C 2.01 1.47 -1.07
C 0.07 0.37 0.12
O -1.50 -1.06 -0.35
H -0.22 -0.11 -0.02
H 0.58 0.20 -0.14
H 0.39 -0.27 -0.08
H -0.16 0.12 0.09
H 0.02 -0.09 0.34
H 0.04 -0.26 0.47
H 0.30 -0.54 -0.43
H -0.27 -0.36 -0.32
C 0.53 0.36 -1.84
C 0.38 -0.84 2.07
C 0.02 -0.20 -1.15
O -1.06 0.93 -0.25
H -0.21 -0.05 0.10
H 0.09 0.03 0.53
H -0.35 0.16 0.17
H 0.12 0.10 -0.25
H 0.22 -0.16 -0.13
H -0.31 0.04 0.27
H 0.10 0.03 0.58
H 0.45 -0.38 -0.13
C 1.17 -0.98 -0.84
C -1.31 1.54 1.23
C -0.11 -0.51 -0.87
O 0.57 -0.05 1.09
H -0.10 0.04 -0.12
H 0.24 -0.04 0.18
H 0.04 0.26 0.10
H -0.18 -0.04 -0.48
H -0.70 0.05 0.64
H 0.41 0.31 -0.64
H -0.19 -0.49 -0.42
H 0.25 -0.09 0.15
C -0.47 -0.01 0.49
C -0.34 -1.37 0.59
C -0.16 0.24 -0.70
O -0.18 -0.21 -0.70
H -0.12 0.14 -0.06
H 0.37 0.56 0.31
H 0.27 0.53 -0.63
H 0.15 -0.04 -0.27
H 0.01 0.18 0.02
H 0.06 0.04 0.59
H 0.34 -0.38 0.03
H 0.03 0.33 0.40
C -0.35 -0.41 -0.42
C -0.25 -0.86 -0.11
C -1.12 1.03 1.17
O 0.65 1.22 -0.60
H 0.04 0.06 0.08
H 0.10 -0.06 0.00
H 0.17 -0.04 -0.07
H 0.39 -0.64 0.37
H 0.22 -0.12 -0.37
H 0.41 -0.12 -0.11
H -0.37 -0.05 0.00
H 0.11 -0.04 0.05
C 0.50 -0.17 0.22
C -1.38 -1.25 -0.02
C 0.70 0.64 -0.94
O 0.51 0.70 -0.01
H -0.21 0.25 0.22
H -0.37 -0.10 0.07
H 0.40 0.09 -0.09
H 0.04 -0.14 -0.25
H -0.29 -0.27 1.15
H -0.15 -0.20 -0.05
H 0.77 0.30 -0.06
H -0.58 0.15 -0.24
C 0.78 -0.39 0.47
C 0.28 0.27 -0.68
C 0.16 -0.16 -0.35
O -0.26 -0.30 0.64
H -0.15 -0.05 -0.20
H -0.15 0.23 0.09
H 0.08 0.23 -0.15
H -0.10 -0.14 0.07
H 0.13 0.18 0.15
H -0.14 -0.05 -0.36
H -0.39 0.03 0.19
H -0.31 0.23 0.16

Values from the calculation:
- Charge: -1



(4)
Here is a cluster of 2 separate species, S2 in total in a non-equilibrium geometry from the OMol25 dataset. Energies are from ωB97M-V/def2-TZVPD.

CARTESIAN COORDINATES (ANGSTROEM)
S1 0.244178 1.148558 1.210360
S2 -0.244178 -1.148558 -1.210360

Atomic forces in eV per Å
S -0.47 -2.22 -2.34
S 0.47 2.22 2.34

Values from the calculation:
- Charge: 0



(5)
Here is a cluster of 2 separate species, C7H14O3 in total in a non-equilibrium geometry from the OMol25 dataset. Energies are from ωB97M-V/def2-TZVPD.

CARTESIAN COORDINATES (ANGSTROEM)
C1 0.530793 1.159392 2.594466
O1 0.800280 1.723112 1.320836
C2 0.397512 0.823865 0.393278
C3 1.196727 -0.117428 -0.181184
C4 0.456421 -0.838053 -1.279019
C5 -1.017429 -0.451450 -1.032210
C6 -1.900544 -0.449719 -2.269044
C7 -0.959864 0.894755 -0.274294
O2 -0.954193 2.049293 -1.099931
H1 -0.483345 1.380809 2.954341
H2 1.219006 1.656729 3.286075
H3 0.896447 0.041537 2.702712
H4 2.282349 -0.115949 -0.072668
H5 0.600912 -1.927578 -1.247636
H6 0.797551 -0.499814 -2.271700
H7 -1.427499 -1.176990 -0.311648
H8 -1.447627 0.144027 -3.075567
H9 -2.038071 -1.474668 -2.641235
H10 -2.894582 -0.031501 -2.051899
H11 -1.786070 0.970730 0.450793
H12 -1.199634 1.807643 -1.996871
O3 1.979286 -1.954803 2.242095
H13 2.098499 -1.753981 1.228140
H14 2.853064 -1.859962 2.632175

Atomic forces in eV per Å
C 1.65 -1.13 1.83
O -0.28 -0.59 0.09
C 1.18 -1.33 -1.69
C -0.93 1.64 -0.02
C 0.15 -0.19 -0.05
C -0.02 -0.07 0.39
C -0.14 -0.01 -0.07
C -0.01 -0.43 0.38
O -0.08 0.23 -0.05
H 0.07 -0.48 -0.32
H -0.22 0.28 -0.01
H -1.32 2.01 -0.61
H -0.27 -0.19 0.20
H -0.08 0.19 -0.07
H -0.05 -0.07 0.21
H 0.10 0.20 -0.16
H -0.12 -0.17 0.04
H 0.07 0.32 0.00
H 0.23 -0.15 -0.06
H 0.12 0.10 -0.20
H -0.05 -0.03 0.02
O 0.21 0.38 -2.79
H -0.31 -0.50 3.08
H 0.12 -0.01 -0.12

Values from the calculation:
- Structure (SMILES): COC1=CC[C@H](C)[C@@H]1O.O
- Charge: 0



Q: Which E_tot values were calculated for the entries above? A: -8445.27055, -70725.43641, -65090.54794, -21662.14334, -13626.79337, in eV.
Q: Which HOMO values were calculated for the entries above? A: -2.2, -10.8, -5.9, -9.6, -9.1, in eV.
Q: Which relative energy (zero: lowest compared OMol25 entry of this formula, charge and spin) values were calculated for the entries above? A: 1.600, 1.178, 3.671, 6.854, 2.389, in eV.